DFT (ωB97M-V with the def2-TZVPD basis set) results for 7 unconnected molecules or ions with the total composition C79H168BN3O8P3.

Bonds (Å) are listed after each position.
Positions of all 262 atoms, in Å:
1 O 0.75797 -2.83069 -0.55997  C2 1.197
2 C 0.58545 -1.71554 -0.16066  O1 1.197, O3 1.328, C6 1.539
3 O 0.51381 -0.58986 -0.86071  C2 1.328, B4 1.492
4 B 0.04680 0.49187 0.05458  O3 1.492, O5 1.478, O8 1.472, O12 1.437
5 O 0.09589 -0.10294 1.40666  B4 1.478, C6 1.306
6 C 0.42936 -1.36333 1.32895  C2 1.539, O5 1.306, O7 1.204
7 O 0.57151 -2.11484 2.25820  C6 1.204
8 O -1.34317 0.88625 -0.22587  B4 1.472, C9 1.319
9 C -1.41064 2.15985 -0.56240  O8 1.319, O10 1.194, C11 1.572
10 O -2.35244 2.77760 -0.95779  C9 1.194
11 C 0.04702 2.74647 -0.52148  C9 1.572, O12 1.317, O13 1.189
12 O 0.77952 1.70535 -0.18364  B4 1.437, C11 1.317
13 O 0.39378 3.81386 -0.91330  C11 1.189
14 C 4.57978 -2.33620 -1.43666  C15 1.544, H24 1.091, H25 1.090, H26 1.091
15 C 5.63238 -2.80576 -2.46418  C14 1.544, C16 1.539, H27 1.090, H28 1.092
16 C 6.90788 -1.94469 -2.46607  C15 1.539, C17 1.525, H29 1.093, H30 1.097
17 C 7.99296 -2.39308 -3.43965  C16 1.525, N18 1.514, H31 1.093, H32 1.092
18 N 9.00366 -1.38683 -3.94667  C17 1.514, C19 1.535, C22 1.511, C23 1.518
19 C 8.33691 -0.15298 -4.57111  N18 1.535, C20 1.541, H33 1.086, H34 1.084
20 C 8.93867 -0.01561 -5.98290  C19 1.541, C21 1.524, H35 1.087, H36 1.088
21 C 9.47330 -1.39783 -6.33829  C20 1.524, C22 1.514, H37 1.089, H38 1.094
22 C 9.87400 -2.00972 -5.01313  N18 1.511, C21 1.514, H39 1.090, H40 1.088
23 C 9.89500 -0.86316 -2.83474  N18 1.518, H41 1.090, H42 1.089, H43 1.083
24 H 4.85314 -2.65488 -0.42950  C14 1.091
25 H 3.60464 -2.76306 -1.67004  C14 1.090
26 H 4.44208 -1.25492 -1.39718  C14 1.091
27 H 5.24968 -2.86853 -3.48235  C15 1.090
28 H 5.90188 -3.82261 -2.17076  C15 1.092
29 H 7.30864 -1.78417 -1.46218  C16 1.093
30 H 6.62270 -0.92036 -2.73698  C16 1.097
31 H 7.59868 -2.83578 -4.35740  C17 1.093
32 H 8.64598 -3.17145 -3.03875  C17 1.092
33 H 8.63897 0.76292 -4.07177  C19 1.086
34 H 7.26263 -0.29424 -4.60607  C19 1.084
35 H 9.75478 0.70171 -6.00321  C20 1.087
36 H 8.10733 0.18531 -6.65544  C20 1.088
37 H 10.23161 -1.28950 -7.11281  C21 1.089
38 H 8.71525 -1.98935 -6.85989  C21 1.094
39 H 10.94098 -1.81841 -4.90176  C22 1.090
40 H 9.74002 -3.08962 -5.00903  C22 1.088
41 H 9.24415 -0.25706 -2.20373  C23 1.090
42 H 10.52574 -0.09466 -3.27824  C23 1.089
43 H 10.41636 -1.65996 -2.31797  C23 1.083
44 C 2.08755 -12.42748 1.74200  C45 1.540, H54 1.093, H55 1.086, H56 1.092
45 C 2.75347 -11.08881 2.11167  C44 1.540, C46 1.540, H57 1.093, H58 1.091
46 C 2.25866 -9.94188 1.21160  C45 1.540, C47 1.496, H59 1.097, H60 1.092
47 C 2.75666 -8.59613 1.63573  C46 1.496, N48 1.541, H61 1.093, H62 1.089
48 N 1.90830 -7.42446 1.10347  C47 1.541, C49 1.505, C52 1.506, C53 1.511
49 C 2.53103 -6.13376 1.56443  N48 1.505, C50 1.560, H63 1.086, H64 1.089
50 C 1.35783 -5.11294 1.68263  C49 1.560, C51 1.516, H65 1.088, H66 1.088
51 C 0.10743 -5.96589 1.60520  C50 1.516, C52 1.512, H67 1.094, H68 1.093
52 C 0.51705 -7.41992 1.68018  N48 1.506, C51 1.512, H69 1.087, H70 1.088
53 C 1.87588 -7.49372 -0.40591  N48 1.511, H71 1.087, H72 1.083, H73 1.088
54 H 1.10337 -12.55443 2.20038  C44 1.093
55 H 2.64933 -13.29767 2.06864  C44 1.086
56 H 1.89621 -12.40750 0.66754  C44 1.092
57 H 3.81949 -11.24955 1.93334  C45 1.093
58 H 2.62462 -10.85653 3.16969  C45 1.091
59 H 1.16352 -10.00091 1.19804  C46 1.097
60 H 2.51495 -10.27740 0.20429  C46 1.092
61 H 3.76950 -8.45573 1.24889  C47 1.093
62 H 2.82256 -8.36079 2.69715  C47 1.089
63 H 3.34471 -5.84871 0.90334  C49 1.086
64 H 2.93899 -6.14439 2.57444  C49 1.089
65 H 1.31458 -4.33610 0.92146  C50 1.088
66 H 1.35569 -4.55959 2.61927  C50 1.088
67 H -0.52187 -5.70410 0.74944  C51 1.094
68 H -0.59522 -5.72829 2.40846  C51 1.093
69 H -0.13582 -8.02639 1.05839  C52 1.087
70 H 0.50716 -7.73526 2.72106  C52 1.088
71 H 1.04469 -6.86130 -0.70830  C53 1.087
72 H 1.82919 -8.51185 -0.77139  C53 1.083
73 H 2.79638 -7.06115 -0.79353  C53 1.088
74 C 5.03779 0.72600 0.57942  C75 1.537, H84 1.092, H85 1.096, H86 1.084
75 C 3.79236 1.55901 0.23671  C74 1.537, C76 1.549, H87 1.093, H88 1.087
76 C 4.18227 2.93361 -0.36213  C75 1.549, C77 1.529, H89 1.096, H90 1.090
77 C 4.73550 3.95540 0.63195  C76 1.529, N78 1.512, H91 1.091, H92 1.089
78 N 4.27490 5.35760 0.30185  C77 1.512, C79 1.564, C82 1.567, C83 1.501
79 C 5.16286 6.44965 0.98458  N78 1.564, C80 1.498, H93 1.090, H94 1.093
80 C 5.08968 7.65489 0.09845  C79 1.498, C81 1.493, H95 1.089, H96 1.092
81 C 5.09303 7.12816 -1.29877  C80 1.493, C82 1.524, H97 1.088, H98 1.086
82 C 4.34814 5.80182 -1.19916  N78 1.567, C81 1.524, H99 1.085, H100 1.095
83 C 2.91253 5.54970 0.90172  N78 1.501, H101 1.093, H102 1.088, H103 1.086
84 H 5.44610 1.02193 1.54796  C74 1.092
85 H 5.84988 1.02766 -0.09164  C74 1.096
86 H 4.86716 -0.33928 0.47036  C74 1.084
87 H 3.22192 1.69493 1.15914  C75 1.093
88 H 3.12372 1.15867 -0.52082  C75 1.087
89 H 3.26867 3.41764 -0.72505  C76 1.096
90 H 4.77233 2.77863 -1.26570  C76 1.090
91 H 5.82582 3.98196 0.65857  C77 1.091
92 H 4.40360 3.70659 1.63875  C77 1.089
93 H 4.91749 6.56483 2.04064  C79 1.090
94 H 6.13856 5.96422 1.07415  C79 1.093
95 H 4.21919 8.29261 0.24273  C80 1.089
96 H 5.99046 8.23988 0.29677  C80 1.092
97 H 4.52764 7.81336 -1.92748  C81 1.088
98 H 6.06344 6.87202 -1.71481  C81 1.086
99 H 3.46759 5.57719 -1.79276  C82 1.085
100 H 5.07767 5.02298 -1.44349  C82 1.095
101 H 2.21407 4.81674 0.48869  C83 1.093
102 H 2.45328 6.49692 0.62817  C83 1.088
103 H 3.00463 5.37500 1.96964  C83 1.086
104 C -2.79780 -2.42951 -4.08302  C105 1.540, H121 1.086, H122 1.092, H123 1.093
105 C -3.03170 -2.70060 -2.58531  C104 1.540, C106 1.531, H124 1.096, H125 1.094
106 C -3.38110 -1.44648 -1.77931  C105 1.531, C107 1.547, H126 1.092, H127 1.092
107 C -3.53223 -1.67782 -0.25751  C106 1.547, P108 1.815, H128 1.093, H129 1.093
108 P -5.27381 -1.43102 0.19090  C107 1.815, C109 1.853, C113 1.792, C117 1.877
109 C -6.34825 -2.53977 -0.83322  P108 1.853, C110 1.535, H130 1.096, H131 1.090
110 C -6.30937 -4.03570 -0.49026  C109 1.535, C111 1.544, H132 1.091, H133 1.095
111 C -6.89599 -4.90276 -1.62471  C110 1.544, C112 1.517, H134 1.098, H135 1.091
112 C -5.93704 -5.41191 -2.68457  C111 1.517, H136 1.095, H137 1.090, H138 1.090
113 C -5.44577 -1.81026 1.93367  P108 1.792, C114 1.528, H139 1.096, H140 1.103
114 C -4.23618 -1.69459 2.85954  C113 1.528, C115 1.513, H141 1.095, H142 1.097
115 C -4.55206 -1.80278 4.33490  C114 1.513, C116 1.582, H143 1.090, H144 1.093
116 C -5.25873 -3.14955 4.76969  C115 1.582, H145 1.090, H146 1.085, H147 1.086
117 C -5.83089 0.30883 -0.24165  P108 1.877, C118 1.537, H148 1.091, H149 1.093
118 C -5.64462 1.31619 0.90463  C117 1.537, C119 1.528, H150 1.091, H151 1.096
119 C -6.33706 2.65435 0.64770  C118 1.528, C120 1.518, H152 1.092, H153 1.101
120 C -6.14118 3.54944 1.85762  C119 1.518, H154 1.093, H155 1.090, H156 1.090
121 H -2.95358 -3.32942 -4.67089  C104 1.086
122 H -1.78357 -2.05050 -4.22475  C104 1.092
123 H -3.38117 -1.60140 -4.49343  C104 1.093
124 H -2.11369 -3.03940 -2.09096  C105 1.096
125 H -3.71470 -3.51026 -2.31255  C105 1.094
126 H -4.23649 -0.89125 -2.16958  C106 1.092
127 H -2.50149 -0.80183 -1.84435  C106 1.092
128 H -2.97648 -0.94739 0.33535  C107 1.093
129 H -3.20880 -2.65912 0.09801  C107 1.093
130 H -5.92750 -2.36907 -1.83026  C109 1.096
131 H -7.33890 -2.08648 -0.85296  C109 1.090
132 H -6.87998 -4.23810 0.41725  C110 1.091
133 H -5.31538 -4.42343 -0.24554  C110 1.095
134 H -7.67262 -4.35521 -2.17517  C111 1.098
135 H -7.53654 -5.63415 -1.12916  C111 1.091
136 H -5.42505 -4.62887 -3.25373  C112 1.095
137 H -6.51793 -5.87359 -3.48335  C112 1.090
138 H -5.17575 -6.04136 -2.22313  C112 1.090
139 H -5.99563 -2.74197 2.10848  C113 1.096
140 H -6.29429 -1.21579 2.31163  C113 1.103
141 H -3.62635 -0.80676 2.66386  C114 1.095
142 H -3.54458 -2.52454 2.67020  C114 1.097
143 H -5.14352 -0.98128 4.73975  C115 1.090
144 H -3.62192 -1.85949 4.90549  C115 1.093
145 H -5.57721 -2.86852 5.77358  C116 1.090
146 H -4.56020 -3.97360 4.86899  C116 1.085
147 H -6.13575 -3.29316 4.14589  C116 1.086
148 H -6.87896 0.18465 -0.51890  C117 1.091
149 H -5.27222 0.71322 -1.08939  C117 1.093
150 H -4.57747 1.43648 1.09473  C118 1.091
151 H -6.17259 0.86740 1.75370  C118 1.096
152 H -7.35666 2.50972 0.28547  C119 1.092
153 H -5.82958 3.02028 -0.25867  C119 1.101
154 H -6.69705 3.11221 2.69075  C120 1.093
155 H -6.53210 4.56522 1.80106  C120 1.090
156 H -5.07858 3.61841 2.08933  C120 1.090
157 C 5.96002 -1.72157 4.87720  C158 1.539, H174 1.090, H175 1.096, H176 1.088
158 C 6.03169 -0.29582 5.45130  C157 1.539, C159 1.540, H177 1.088, H178 1.090
159 C 4.65303 0.11126 6.00308  C158 1.540, C160 1.549, H179 1.092, H180 1.090
160 C 3.53115 0.40706 4.97652  C159 1.549, P161 1.828, H181 1.094, H182 1.096
161 P 1.99394 1.10304 5.67929  C160 1.828, C162 1.839, C166 1.790, C170 1.832
162 C 2.24107 2.43305 6.92450  P161 1.839, C163 1.548, H183 1.095, H184 1.093
163 C 2.93725 2.11185 8.26886  C162 1.548, C164 1.527, H185 1.088, H186 1.094
164 C 3.54597 3.35444 8.91400  C163 1.527, C165 1.506, H187 1.095, H188 1.093
165 C 2.51398 4.38858 9.27964  C164 1.506, H189 1.092, H190 1.089, H191 1.093
166 C 1.04195 1.68171 4.27855  P161 1.790, C167 1.548, H192 1.094, H193 1.098
167 C -0.31091 2.39067 4.52756  C166 1.548, C168 1.533, H194 1.089, H195 1.090
168 C -0.85565 2.85798 3.17312  C167 1.533, C169 1.528, H196 1.097, H197 1.091
169 C -2.31772 3.30322 3.19071  C168 1.528, H198 1.098, H199 1.091, H200 1.089
170 C 0.99594 -0.20111 6.49189  P161 1.832, C171 1.535, H201 1.094, H202 1.091
171 C 0.92628 -1.51275 5.69737  C170 1.535, C172 1.546, H203 1.096, H204 1.098
172 C -0.05084 -2.58413 6.23422  C171 1.546, C173 1.530, H205 1.090, H206 1.093
173 C 0.43224 -3.07075 7.60211  C172 1.530, H207 1.085, H208 1.089, H209 1.093
174 H 6.93476 -2.06294 4.52867  C157 1.090
175 H 5.35692 -1.68649 3.96277  C157 1.096
176 H 5.51059 -2.44024 5.55857  C157 1.088
177 H 6.40172 0.42460 4.72456  C158 1.088
178 H 6.61485 -0.27608 6.37230  C158 1.090
179 H 4.84709 1.05881 6.51004  C159 1.092
180 H 4.29657 -0.63629 6.71192  C159 1.090
181 H 3.27605 -0.50391 4.42744  C160 1.094
182 H 3.82399 1.11688 4.19511  C160 1.096
183 H 1.18531 2.69295 7.05551  C162 1.095
184 H 2.73114 3.27637 6.43061  C162 1.093
185 H 3.63331 1.27810 8.19867  C163 1.088
186 H 2.15436 1.72885 8.93066  C163 1.094
187 H 4.35232 3.75775 8.29286  C164 1.095
188 H 4.08148 2.96107 9.78206  C164 1.093
189 H 2.01041 4.81946 8.41151  C165 1.092
190 H 2.93486 5.20022 9.87171  C165 1.089
191 H 1.72782 3.95753 9.90521  C165 1.093
192 H 0.99566 0.82549 3.59903  C166 1.094
193 H 1.69864 2.39732 3.76628  C166 1.098
194 H -0.12161 3.24223 5.17928  C167 1.089
195 H -1.01201 1.64581 4.90291  C167 1.090
196 H -0.93103 1.96268 2.54385  C168 1.097
197 H -0.30047 3.64768 2.66435  C168 1.091
198 H -2.40727 4.11739 3.92251  C169 1.098
199 H -3.00821 2.54884 3.57061  C169 1.091
200 H -2.64022 3.74031 2.24715  C169 1.089
201 H 0.01789 0.28917 6.48316  C170 1.094
202 H 1.43433 -0.24207 7.49015  C170 1.091
203 H 1.95675 -1.85349 5.54692  C171 1.096
204 H 0.68729 -1.27590 4.65248  C171 1.098
205 H -0.15032 -3.39560 5.51299  C172 1.090
206 H -1.02274 -2.08393 6.25298  C172 1.093
207 H -0.01531 -2.46028 8.37919  C173 1.085
208 H 1.50895 -3.21538 7.53398  C173 1.089
209 H 0.06600 -4.09664 7.69777  C173 1.093
210 C -4.09561 5.78302 -0.77480  C211 1.532, H227 1.094, H228 1.093, H229 1.086
211 C -4.41879 5.89771 -2.26781  C210 1.532, C212 1.547, H230 1.091, H231 1.098
212 C -3.59421 4.93407 -3.15409  C211 1.547, C213 1.544, H232 1.091, H233 1.088
213 C -4.10672 4.91911 -4.61047  C212 1.544, P214 1.848, H234 1.091, H235 1.093
214 P -4.97929 3.38394 -5.15648  C213 1.848, C215 1.821, C219 1.824, C223 1.826
215 C -5.69873 3.56189 -6.81971  P214 1.821, C216 1.543, H236 1.094, H237 1.094
216 C -4.71088 4.17912 -7.83120  C215 1.543, C217 1.518, H238 1.090, H239 1.094
217 C -5.29528 4.16864 -9.23217  C216 1.518, C218 1.550, H240 1.093, H241 1.093
218 C -4.30172 4.75356 -10.26799  C217 1.550, H242 1.086, H243 1.087, H244 1.096
219 C -6.27376 2.89809 -3.96757  P214 1.824, C220 1.569, H245 1.091, H246 1.093
220 C -7.58875 3.75383 -3.95491  C219 1.569, C221 1.517, H247 1.091, H248 1.091
221 C -8.54809 3.23786 -2.89900  C220 1.517, C222 1.540, H249 1.093, H250 1.090
222 C -9.84499 4.06449 -2.97270  C221 1.540, H251 1.098, H252 1.092, H253 1.092
223 C -3.77161 2.01493 -5.10103  P214 1.826, C224 1.536, H254 1.095, H255 1.093
224 C -2.35291 2.24478 -5.64258  C223 1.536, C225 1.534, H256 1.095, H257 1.092
225 C -1.38117 1.09428 -5.34807  C224 1.534, C226 1.543, H258 1.085, H259 1.098
226 C -1.18392 0.92781 -3.82707  C225 1.543, H260 1.094, H261 1.093, H262 1.088
227 H -3.08001 6.13507 -0.57369  C210 1.094
228 H -4.07283 4.70948 -0.56928  C210 1.093
229 H -4.76115 6.29790 -0.08787  C210 1.086
230 H -4.36844 6.91012 -2.67242  C211 1.091
231 H -5.48248 5.63739 -2.34502  C211 1.098
232 H -3.68783 3.91911 -2.76599  C212 1.091
233 H -2.57676 5.31814 -3.11162  C212 1.088
234 H -3.27000 5.03457 -5.30089  C213 1.091
235 H -4.79115 5.75675 -4.76482  C213 1.093
236 H -6.59868 4.16585 -6.66912  C215 1.094
237 H -6.09651 2.59216 -7.13169  C215 1.094
238 H -3.73169 3.70886 -7.73642  C216 1.090
239 H -4.57625 5.23146 -7.56465  C216 1.094
240 H -6.19652 4.78777 -9.22767  C217 1.093
241 H -5.70183 3.19474 -9.51492  C217 1.093
242 H -4.58238 5.77873 -10.49021  C218 1.086
243 H -4.14465 4.07748 -11.10441  C218 1.087
244 H -3.29427 4.82076 -9.84281  C218 1.096
245 H -5.87427 2.90449 -2.95184  C219 1.091
246 H -6.64931 1.91789 -4.27056  C219 1.093
247 H -7.98770 3.68779 -4.96816  C220 1.091
248 H -7.38157 4.80787 -3.76372  C220 1.091
249 H -8.24881 3.46844 -1.87292  C221 1.093
250 H -8.78317 2.17393 -2.94067  C221 1.090
251 H -10.55618 3.82588 -3.77449  C222 1.098
252 H -9.66620 5.12613 -3.15387  C222 1.092
253 H -10.54338 3.96846 -2.13849  C222 1.092
254 H -4.13408 1.15295 -5.67059  C223 1.095
255 H -3.71219 1.69481 -4.05809  C223 1.093
256 H -1.94568 3.17001 -5.22163  C224 1.095
257 H -2.39716 2.37343 -6.72560  C224 1.092
258 H -0.47709 1.07694 -5.94704  C225 1.085
259 H -1.96162 0.19967 -5.61049  C225 1.098
260 H -0.68904 1.79793 -3.38661  C226 1.094
261 H -0.55038 0.06436 -3.60976  C226 1.093
262 H -2.10639 0.74348 -3.28001  C226 1.088

Output
LUMO level ... -7.922 eV
Total energy ... -4924.6259 a.u.
Multiplicity ... 1
ΔE to the lowest compared entry with this formula, charge and spin ... 0.0 kcal per mole
HOMO level ... -18.250 eV
Total charge ... +5
Kohn-Sham gap ... 0.3796 Eh